This record from the OMol25 dataset describes an isolated molecule of C5H8N2. The level of theory is the ωB97M-V functional and the def2-TZVPD basis.

XYZ file:
```
15
C5H8N2 | the OMol25 dataset | the ωB97M-V functional and the def2-TZVPD basis
N 0.0510 0.2978 1.0369
N 2.0896 1.1815 -1.5344
C 1.5266 0.2929 0.7830
C -1.9799 -1.0167 0.3447
C -0.1781 0.6820 -0.4005
C -0.5231 -0.6708 0.1122
C 1.2968 0.7655 -0.6445
H 0.1164 -1.4982 -0.2012
H 2.0241 1.0508 1.3942
H -0.9417 1.3942 -0.7076
H -2.6073 -0.7051 -0.4958
H 1.9997 -0.6830 0.9350
H 1.5712 1.5270 -2.3454
H -2.1056 -2.0944 0.4717
H -2.3396 -0.5234 1.2516
```

Summary:
Kohn-Sham gap: 10.62 eV
Energy relative to the best compared isomer or geometry (same formula, charge and spin): 55.2 kcal/mol
E_HOMO: -0.350 hartree
SMILES: [H]/N=C1/CN2[C@@H](C)[C@H]12



This record from the OMol25 dataset describes a 2-piece molecular cluster, C5H8N2 overall in a non-equilibrium geometry. The level of theory is the ωB97M-V functional and the def2-TZVPD basis.

XYZ file:
```
15
C5H8N2 | the OMol25 dataset | the ωB97M-V functional and the def2-TZVPD basis
N 1.9941 0.2101 -1.8743
N -0.9031 0.0984 0.3953
C 0.9791 0.2864 -0.9045
C -0.3925 0.1389 -0.9461
C -2.0164 -0.7228 1.0239
C 1.3334 0.4701 0.4776
C 0.1885 0.4127 1.2075
H 2.3485 0.5375 0.8561
H -2.3033 -2.2376 1.0600
H -2.9828 -0.2707 0.7362
H -1.8467 -0.6449 2.1080
H 0.0348 0.6701 2.2521
H 2.7894 0.8145 -1.7163
H 1.8153 0.0418 -2.8573
H -1.0384 0.1956 -1.8181
```

Summary:
Kohn-Sham gap: 8.40 eV
Energy relative to the best compared isomer or geometry (same formula, charge and spin): 71.8 kcal/mol
E_HOMO: -0.278 hartree



This record from the OMol25 dataset describes an isolated molecule of C5H8N2. The level of theory is the ωB97M-V functional and the def2-TZVPD basis.

XYZ file:
```
15
C5H8N2 | the OMol25 dataset | the ωB97M-V functional and the def2-TZVPD basis
N -0.0390 2.0481 -1.7696
N 1.0802 -0.3543 0.6381
C -0.8722 0.2988 -0.1648
C -0.7228 -1.9920 1.0582
C -0.2517 -0.6424 0.6251
C 0.1456 1.1298 -0.7220
C 1.3439 0.7209 -0.1883
H -0.9405 2.5022 -1.7591
H -1.8120 -2.0672 1.0235
H -0.3247 -2.7224 0.3396
H 1.7685 -0.8887 1.1406
H -0.3769 -2.2851 2.0554
H 2.3584 1.0404 -0.3871
H -1.9363 0.3505 -0.3637
H 0.7017 2.7306 -1.8461
```

Summary:
Kohn-Sham gap: 8.35 eV
Energy relative to the best compared isomer or geometry (same formula, charge and spin): 7.0 kcal/mol
E_HOMO: -0.266 hartree
SMILES: Cc1cc(N)c[nH]1



This record from the OMol25 dataset describes an isolated molecule of C5H8N2 in a non-equilibrium geometry. The level of theory is the ωB97M-V functional and the def2-TZVPD basis.

XYZ file:
```
15
C5H8N2 | the OMol25 dataset | the ωB97M-V functional and the def2-TZVPD basis
N 0.6445 0.8085 -1.1979
N -0.7906 0.9298 -1.0089
C -0.4858 -1.3581 0.0511
C 0.9510 0.2550 1.1476
C -0.3905 -0.3430 1.1570
C 1.3871 0.6737 -0.0344
C -1.2228 -0.0597 -0.0554
H -1.0679 -2.2584 0.2021
H 2.4092 1.0117 -0.1574
H -0.8721 -0.5261 2.1051
H 0.3842 -1.5071 -0.5639
H -2.3005 -0.0571 0.0475
H 0.9519 1.5866 -1.7708
H -1.1991 0.6920 -1.9190
H 1.6013 0.1521 1.9974
```

Summary:
Kohn-Sham gap: 8.49 eV
Energy relative to the best compared isomer or geometry (same formula, charge and spin): 64.5 kcal/mol
E_HOMO: -0.271 hartree
SMILES: C1=C[C@@H]2C[C@@H]2NN1



This record from the OMol25 dataset describes an isolated molecule of C5H8N2 in a non-equilibrium geometry. The level of theory is the ωB97M-V functional and the def2-TZVPD basis.

XYZ file:
```
15
C5H8N2 | the OMol25 dataset | the ωB97M-V functional and the def2-TZVPD basis
N 0.8811 -1.2270 0.2394
N 2.9003 0.3749 0.3103
C -1.7525 0.4199 0.1417
C -2.2602 -0.7442 0.4880
C 1.5817 0.0857 0.1496
C 0.4929 -0.0440 -0.5757
C -0.7274 0.6654 -0.9663
H -3.1199 -0.8240 1.1350
H 0.4706 -1.3194 1.1812
H 3.2353 1.1686 -0.2171
H -1.0995 0.3376 -1.9442
H -1.7800 1.4544 0.7006
H -0.5197 1.7393 -1.0205
H -1.8206 -1.6639 0.1289
H 3.5181 -0.4234 0.2490
```

Summary:
Kohn-Sham gap: 7.96 eV
Energy relative to the best compared isomer or geometry (same formula, charge and spin): 113.3 kcal/mol
E_HOMO: -0.265 hartree
SMILES: C=CCC1=C(N)N1



This record from the OMol25 dataset describes an isolated molecule of C5H8N2 in a non-equilibrium geometry. The level of theory is the ωB97M-V functional and the def2-TZVPD basis.

XYZ file:
```
15
C5H8N2 | the OMol25 dataset | the ωB97M-V functional and the def2-TZVPD basis
N -0.9461 -0.0955 0.1573
N 0.7392 -0.2006 1.6342
C -0.5437 -0.4085 1.4118
C 1.1926 0.2298 0.4246
C -2.2447 -0.2645 -0.4403
C 2.4731 0.2197 -0.3061
C 0.1536 0.4244 -0.4620
H -2.9297 -0.6242 0.3277
H 0.0683 1.2881 -1.1104
H -2.5903 0.6985 -0.8233
H 1.8686 0.4488 -1.2754
H 2.7534 -0.7715 -0.6517
H -1.2453 -0.8099 2.1243
H -2.2265 -0.9840 -1.2698
H 3.3612 0.6721 0.1812
```

Summary:
Kohn-Sham gap: 9.20 eV
Energy relative to the best compared isomer or geometry (same formula, charge and spin): 46.1 kcal/mol
E_HOMO: -0.308 hartree
SMILES: Cc1cn(C)cn1



This record from the OMol25 dataset describes an isolated molecule of C5H8N2 in a non-equilibrium geometry. The level of theory is the ωB97M-V functional and the def2-TZVPD basis.

XYZ file:
```
15
C5H8N2 | the OMol25 dataset | the ωB97M-V functional and the def2-TZVPD basis
N -2.5337 -0.1744 0.3011
N -0.3107 0.7475 -0.1907
C 0.9349 0.3108 -0.1025
C 2.3318 1.0481 -0.4230
C 1.2385 -1.1533 0.1647
C -3.8271 0.0245 0.4076
C -1.4673 0.3068 -0.0832
H 1.8853 -1.3033 1.1278
H 2.4006 1.7939 -1.2672
H 2.8456 1.4433 0.5245
H -4.2559 0.8591 0.0378
H 2.9029 0.2660 -0.8531
H 1.9431 -1.5254 -0.7191
H 0.3974 -1.8571 0.3093
H -4.4855 -0.7864 0.7661
```

Summary:
Kohn-Sham gap (spin up / spin down): 7.40 / 7.25 eV
Energy relative to the best compared isomer or geometry (same formula, charge and spin): 100.4 kcal/mol
E_HOMO (spin up / spin down): -0.251 / -0.246 hartree



This record from the OMol25 dataset describes an isolated molecule of C5H8N2 in a non-equilibrium geometry. The level of theory is the ωB97M-V functional and the def2-TZVPD basis.

XYZ file:
```
15
C5H8N2 | the OMol25 dataset | the ωB97M-V functional and the def2-TZVPD basis
N 0.4235 0.2599 1.0965
N 2.2033 0.7686 -2.0508
C -0.3486 -0.5005 0.1880
C 1.6373 0.5716 -1.0488
C 1.6986 0.2593 0.5319
C -0.4285 0.6762 -0.7802
C -1.7445 -0.8513 0.7000
H -2.3862 -1.1911 -0.1189
H 2.3920 0.9693 0.9892
H -2.2044 0.0162 1.1836
H -1.3741 0.7868 -1.3321
H 0.1389 -1.3916 -0.2469
H 2.1407 -0.7508 0.4922
H -1.6659 -1.6575 1.4347
H -0.0324 1.6429 -0.4922
```

Summary:
Kohn-Sham gap (spin up / spin down): 7.99 / 8.72 eV
Energy relative to the best compared isomer or geometry (same formula, charge and spin): 120.9 kcal/mol
E_HOMO (spin up / spin down): -0.320 / -0.349 hartree